Entry 1:
The following is a DFT calculation (ωB97M-V/def2-TZVPD) of C22H28N4O5S in the gas phase in a non-equilibrium geometry.

Geometry (Å):
S 4.1242 -1.0616 -0.6909
O 7.9695 -0.3818 -0.2527
O 4.4079 -0.2795 -1.8622
O 1.6388 3.7911 0.1098
O 3.9255 -2.4726 -0.8479
O -2.2651 -0.3810 0.3594
N -1.4359 2.1442 0.1110
N 5.2800 -0.8513 0.5132
N -6.9012 -1.2551 -0.1408
N -0.4939 3.1135 0.0885
C 0.6160 0.7436 1.5573
C -5.0346 1.8952 -0.3541
C -8.2830 -0.8350 -0.2135
C 1.0396 -0.5447 1.8420
C -3.4920 0.1143 0.1162
C 2.0938 -1.1002 1.1366
C 7.4022 -1.6647 -0.4042
C -6.6800 -2.6834 -0.0809
C -2.6592 2.4552 -0.1205
C -8.7756 -0.6901 -1.6547
C -6.0803 1.0116 -0.3656
C 2.3056 0.9290 -0.1431
C 0.8391 2.8858 0.2376
C 2.7157 -0.3529 0.1546
C 5.8528 0.4804 0.5665
C 6.9995 0.6280 -0.4390
C -6.6120 -3.2047 1.3555
C -5.8701 -0.3646 -0.1310
C -4.5524 -0.7744 0.1100
C 1.2367 1.4828 0.5554
C 6.2854 -1.8921 0.6171
C -3.7142 1.4906 -0.1161
H -9.8163 -0.3771 -1.6644
H -5.7613 -2.9327 -0.6158
H -1.6208 0.3543 0.3099
H -7.0664 1.3907 -0.5725
H 6.6906 -1.8675 1.6337
H -4.3042 -1.8021 0.3114
H -8.4095 0.1070 0.3248
H -5.7973 -2.7304 1.8955
H 2.8023 1.4854 -0.9228
H 2.4438 -2.1022 1.3249
H -7.5396 -2.9912 1.8817
H 6.2226 0.6419 1.5845
H -8.6938 -1.6383 -2.1806
H -0.7701 4.0710 -0.1431
H 0.5446 -1.1126 2.6142
H 7.5187 1.5774 -0.2984
H 6.9849 -1.7762 -1.4165
H -7.5052 -3.1736 -0.6048
H 6.5884 0.5743 -1.4562
H -8.1818 0.0462 -2.1897
H -2.9425 3.4930 -0.3321
H -8.8899 -1.5850 0.3012
H 8.2167 -2.3767 -0.2607
H -0.1915 1.1801 2.1246
H -6.4539 -4.2798 1.3546
H -5.2276 2.9424 -0.5407
H 5.0622 1.1985 0.3509
H 5.7861 -2.8431 0.4364

Cartesian forces (eV/Å) of the 2 atoms listed first:
S -0.0422 0.1153 0.5238
O 0.1448 0.0146 0.1258

Its energy above the lowest of the compared OMol25 structures with the same formula, charge and spin is 76.6 kcal/mol. The calculation puts the HOMO energy at -0.278 Eh. As for the calculated total energy: -50300.6137 eV.


Entry 2:
The following is a DFT calculation (ωB97M-V/def2-TZVPD) of a molecular structure, C22H29AlN6O3Te in a non-equilibrium geometry.

Geometry (Å):
Te -0.1947 1.9520 0.0599
Al 0.2999 -0.7367 0.4184
O 1.8247 0.4156 2.0734
O 0.3344 -1.1832 -1.4504
O 2.6411 -1.4205 -1.8876
N -0.4050 -0.8371 2.3859
N -1.7575 -1.4463 0.2168
N 0.9399 -2.6690 0.7659
N 4.4572 -0.6254 -0.7345
N 2.2762 -0.3720 0.0655
N 1.7177 -4.6684 0.3469
C 2.7151 0.2223 1.2158
C -4.5130 2.1377 0.8317
C 0.8866 -3.7028 -0.0599
C 4.1123 0.4873 1.3496
C -1.5827 -1.6936 2.6048
C -2.0570 1.7419 -3.9333
C -4.6071 2.9119 1.9816
C 2.3575 -4.2426 1.4817
C -3.4584 3.3790 2.6007
C -2.5415 -1.3779 1.4722
C 4.9212 0.0323 0.3690
C 5.3954 -1.1385 -1.7380
C -2.2074 3.0804 2.0739
C -1.5561 1.4067 -2.6847
C -2.1189 2.3081 0.9229
C -1.2195 3.9766 -3.6589
C -0.8901 2.3568 -1.9198
C -0.7164 3.6447 -2.4087
C -1.8905 3.0309 -4.4199
C -3.2687 1.8380 0.2989
C 3.1105 -0.8336 -0.8897
C 1.8702 -3.0002 1.7332
H -1.7128 0.4066 -2.2979
H -3.5290 3.9937 3.4881
H 4.8284 -1.5124 -2.5818
H -1.0873 4.9820 -4.0355
H 5.9913 -1.9474 -1.3172
H -2.0519 -1.5184 3.5716
H 4.5002 0.9918 2.2200
H -2.9193 -0.3618 1.5813
H -0.1969 4.3927 -1.8230
H -1.6437 -2.4259 -0.0366
H 2.1405 -2.3331 2.5355
H -0.1938 -1.0824 -2.2481
H -5.5792 3.1620 2.3847
H 3.0841 -4.8390 2.0051
H 6.0587 -0.3427 -2.0697
H -1.2676 -2.7371 2.5549
H -5.4073 1.7766 0.3407
H -2.3063 -1.0297 -0.5304
H 5.9950 0.1570 0.4127
H -0.6218 0.1209 2.6597
H 0.2686 -3.7754 -0.9383
H -3.2002 1.2781 -0.6266
H -1.3137 3.4589 2.5546
H -2.5835 1.0011 -4.5208
H 1.8635 -5.5557 -0.1083
H 1.3323 -1.3749 -1.7425
H 0.3575 -1.0961 3.0032
H -2.2921 3.2982 -5.3877
H -3.3893 -2.0621 1.4690

Cartesian forces (eV/Å) of the 2 atoms listed first:
Te -0.6046 0.4744 -0.3320
Al -0.0724 -0.8392 -0.0661

Its total charge is +2. Its energy above the lowest of the compared OMol25 structures with the same formula, charge and spin is 10.1 kcal/mol. The calculation puts the HOMO energy at -0.521 Eh. As for the calculated total energy: -52250.5880 eV.


Entry 3:
The following is a DFT calculation (ωB97M-V/def2-TZVPD) of a molecular structure, C22H29AuBrN3O3S in a non-equilibrium geometry.

Geometry (Å):
Au 0.1717 -1.3400 -0.2638
Br 2.9138 -0.4553 -0.9108
S 0.5929 -0.7024 2.1812
O 0.7947 -3.2774 0.1420
O -3.7017 -0.4325 1.2416
O -1.9590 -0.9368 -0.6796
N -1.1253 1.2447 -1.0156
N 1.2805 -5.3336 -0.5711
N 0.0692 0.8292 -0.7862
C -5.7494 2.3313 0.1160
C -4.1475 0.5719 0.4463
C 0.1143 -2.2370 2.9943
C -2.2848 0.2107 -1.2641
C -0.6621 -4.2384 -1.5389
C -5.1550 2.6667 -1.0998
C 2.6120 4.4495 -0.9911
C -0.7656 0.3718 2.6712
C 3.4601 2.2018 -0.2699
C 3.6646 6.3868 -0.0458
C -4.0570 1.9429 -1.5279
C -3.5292 0.9027 -0.7589
C 1.0710 1.7052 -0.6146
C 4.4807 4.2211 0.5544
C 2.7101 5.8164 -0.8924
C 0.9526 -6.5483 -1.3227
C -5.2587 1.2911 0.8783
C 4.5507 5.5922 0.6731
C 2.4103 -5.4286 0.3495
C 3.4790 3.6197 -0.2419
C 2.4120 1.3313 -0.5674
C 0.5247 -4.2652 -0.6280
H 0.7671 -3.0212 2.6265
H 0.7983 -6.3228 -2.3743
H 0.2490 -2.1154 4.0672
H 2.6276 -4.4519 0.7685
H -2.2924 0.1689 -2.3651
H 5.1780 3.5926 1.0924
H 2.0715 6.4516 -1.4874
H 1.7958 -7.2280 -1.2369
H -0.5030 1.3881 2.3820
H 3.7355 7.4630 0.0260
H -1.3753 -5.0009 -1.2247
H 4.3913 1.7155 -0.0022
H -0.8344 0.3267 3.7568
H -0.3763 -4.4558 -2.5671
H -1.3103 2.2384 -1.1425
H -6.6145 2.8761 0.4650
H -5.7275 1.0110 1.8100
H -3.6138 2.1612 -2.4927
H 0.8075 2.7475 -0.4730
H -1.7134 0.0785 2.2225
H -3.0249 -0.9352 0.6971
H 2.1701 -6.1287 1.1487
H -0.9226 -2.4782 2.7723
H 0.0679 -7.0307 -0.9105
H 1.9292 4.0191 -1.7110
H 5.3005 6.0482 1.3018
H 3.2729 -5.7986 -0.2003
H -5.5601 3.4620 -1.7060
H -1.1634 -3.2725 -1.5006

Cartesian forces (eV/Å) of the 2 atoms listed first:
Au -0.1228 0.5139 0.3880
Br 0.2589 0.0506 -0.0272

Its spin multiplicity is 3. Its total charge is +2. The calculation puts the HOMO energy (spin up / spin down) at -0.477 / -0.476 Eh. As for the calculated total energy: -118449.3831 eV.


Entry 4:
The following is a DFT calculation (ωB97M-V/def2-TZVPD) of a molecular structure, C22H29BIrN11S2.

Geometry (Å):
Ir 0.2639 0.1189 -0.3201
S 4.9662 -1.6501 0.5061
S 2.6044 -0.1475 -0.3572
N -3.0532 -0.0175 2.9324
N -0.7732 0.8046 2.3226
N -0.3274 -1.5277 0.5910
N -3.5726 1.1463 3.1046
N 2.7816 -1.7449 1.8243
N -2.5320 0.4161 0.5154
N 0.2297 1.1377 1.4631
N -1.6795 0.7530 -0.4852
N -1.3322 -1.4952 1.5250
N 0.1025 -0.8450 -2.1556
N 0.5225 -1.7802 -4.0744
C -0.7047 -3.6081 1.2649
C 1.0201 2.0303 2.0701
C -4.5327 1.0214 4.1319
C 0.0498 -2.8100 0.4083
C -5.2874 2.1964 4.5447
C 3.3278 -1.2199 0.7517
C 0.5327 2.2523 3.3640
C 3.6467 -2.5436 2.7076
C 2.1875 2.7013 1.4292
C -3.7334 1.3352 -1.0990
C -1.7578 1.8815 -2.7000
C -2.3854 1.3195 -1.4712
C -0.7456 -2.1749 -3.7294
C 4.9776 -2.7488 1.9669
C -1.0003 -1.5921 -2.5313
C -1.5495 -2.7551 1.9299
C -3.7818 0.7643 0.1497
C 1.0098 -0.9917 -3.1120
C 1.0527 -3.3091 -0.5741
C -4.5549 -0.3127 4.5803
C -0.5836 1.4661 3.4831
C -3.6296 -0.9547 3.8296
B -1.9261 -0.0881 1.8385
H -0.6484 -4.6785 1.3650
H -2.5207 2.0868 -3.4468
H 1.8309 -1.5223 2.0817
H 1.9769 2.9834 0.3970
H 1.5964 -4.1476 -0.1419
H -5.1761 -0.7307 5.3551
H -4.5567 1.7280 -1.6703
H -1.2590 2.8257 -2.4728
H 0.9461 2.9174 4.1023
H -4.5914 2.9694 4.8973
H 3.7905 -2.0040 3.6431
H 1.9810 -0.5275 -3.1457
H -5.7810 2.6436 3.6731
H -3.3240 -1.9834 3.8537
H -1.0273 1.2016 -3.1368
H 1.0115 -2.0298 -4.9224
H -2.3000 -3.0041 2.6548
H 2.4235 3.6078 1.9817
H 3.1631 -3.4938 2.9265
H -1.2500 1.3455 4.3194
H 5.1056 -3.7700 1.6185
H -6.0148 1.9713 5.3183
H 3.0713 2.0662 1.4308
H -1.8952 -1.6266 -1.9343
H -1.3430 -2.8139 -4.3559
H 0.5371 -3.6810 -1.4611
H -4.6310 0.5688 0.7814
H 1.7557 -2.5452 -0.8879
H 5.8280 -2.4785 2.5864

Cartesian forces (eV/Å) of the 2 atoms listed first:
Ir -0.1688 0.6978 -0.1505
S -0.0052 -0.0122 0.0506

Its spin multiplicity is 2. Its total charge is +3. The calculation puts the HOMO energy (spin up / spin down) at -0.618 / -0.618 Eh. As for the calculated total energy: -64840.0130 eV.


Number 3 is which compound?
C22H29AuBrN3O3S